No. 1
Molecular formula: H3OPS
Method: DFT, the ωB97M-V functional and the def2-TZVPD basis

CARTESIAN COORDINATES (ANGSTROEM)
O (-1.03602, -0.00593, 1.13026)
P (0.40055, 1.50992, -1.56403)
S (-0.57375, 0.04784, 2.56446)
H (1.42655, 0.66274, -1.89477)
H (0.09411, 1.10443, -0.18847)
H (0.19271, -1.12317, 2.57149)

The calculation puts the total energy at -22216.454 eV. As for the multiplicity: 1. For the HOMO energy (spin up / spin down), the calculation gives -8.66 / -9.52 eV. The calculation puts the energy relative to the best compared isomer or geometry (same formula, charge and spin) at 89.56 kcal per mole.

No. 2
Molecular formula: H3OPS2
Method: DFT, the ωB97M-V functional and the def2-TZVPD basis

CARTESIAN COORDINATES (ANGSTROEM)
O (-1.45984, -0.34500, -0.47451)
P (-0.14731, 0.38780, 0.18455)
S (-0.20423, 0.78279, 2.06816)
S (1.38511, -0.76673, -0.58862)
H (-2.20935, -0.06142, 0.03833)
H (0.08248, 1.54464, -0.57826)
H (2.40744, -0.02850, -0.04565)

The calculation puts the total energy at -33056.600 eV. As for the multiplicity: 1. The SMILES is O[P@@H](=S)S. For the HOMO energy, the calculation gives -9.33 eV. The calculation puts the energy relative to the best compared isomer or geometry (same formula, charge and spin) at 2.76 kcal per mole.

No. 3
Molecular formula: H3OPS2
Method: DFT, the ωB97M-V functional and the def2-TZVPD basis

CARTESIAN COORDINATES (ANGSTROEM)
O (-0.54287, -1.39014, -0.09189)
P (0.29994, -0.05118, 0.05152)
S (-0.52199, 1.49769, -0.94997)
S (0.60194, 0.20525, 1.95251)
H (-0.41734, -2.20101, -0.62630)
H (1.32303, -0.28183, -0.76102)
H (-0.69918, 1.90578, 0.23071)

The calculation puts the total energy at -33056.044 eV. As for the multiplicity: 1. The SMILES is O[P@H](=S)S. For the HOMO energy, the calculation gives -9.01 eV. The calculation puts the energy relative to the best compared isomer or geometry (same formula, charge and spin) at 15.58 kcal per mole.

No. 4
Molecular formula: H3OS
Method: DFT, the ωB97M-V functional and the def2-TZVPD basis

CARTESIAN COORDINATES (ANGSTROEM)
S (-0.41794, 0.00643, 2.23006)
H (-0.40526, -0.58837, 1.04206)
H (0.32705, 0.33601, -0.35772)
H (0.05182, -0.28898, -1.62003)
O (0.44432, 0.53491, -1.29436)

The calculation puts the total energy at -12932.411 eV. As for the multiplicity: 1. For the HOMO energy, the calculation gives -2.68 eV. The calculation puts the energy relative to the best compared isomer or geometry (same formula, charge and spin) at 7.00 kcal per mole. As for the total charge: -1.

No. 5
Molecular formula: H3OS2
Method: DFT, the ωB97M-V functional and the def2-TZVPD basis

CARTESIAN COORDINATES (ANGSTROEM)
O (1.08568, 0.52751, -2.07433)
H (0.60496, 0.48814, -1.23495)
S (-0.93975, 0.56799, 2.24246)
S (-1.56586, -1.47575, 1.91981)
H (1.26413, 1.47282, -2.05724)
H (-0.44917, -1.58070, 1.20426)

The calculation puts the total energy at -23767.702 eV. As for the multiplicity: 1. For the HOMO energy, the calculation gives -2.35 eV. The calculation puts the energy relative to the best compared isomer or geometry (same formula, charge and spin) at 12.89 kcal per mole. As for the total charge: -1.

No. 6
Molecular formula: H3OS2
Method: DFT, the ωB97M-V functional and the def2-TZVPD basis

CARTESIAN COORDINATES (ANGSTROEM)
O (-1.95591, -0.25698, 0.40175)
H (-1.07412, -0.06379, -0.18949)
S (0.92864, -0.91284, -0.26322)
S (1.42594, 1.05907, -0.90680)
H (-1.69683, -1.11767, 0.84198)
H (2.37228, 1.29221, 0.11577)

The calculation puts the total energy at -23767.776 eV. As for the multiplicity: 1. For the HOMO energy, the calculation gives -2.67 eV. The calculation puts the energy relative to the best compared isomer or geometry (same formula, charge and spin) at 11.19 kcal per mole. As for the total charge: -1.

| no. | M (g mol⁻¹) |
| --- | --- |
| 1 | 82.064 |
| 2 | 114.131 |
| 3 | 114.131 |
| 4 | 51.090 |
| 5 | 83.157 |
| 6 | 83.157 |